DFT (ωB97M-V/def2-TZVPD) results for a structure of composition C33H43NO2S6SeSn.

```
! wB97M-V def2-TZVPD RIJCOSX def2/J DEFGRID3
* xyz -2 1
Sn -1.1727 -2.2741 2.0313
C -1.0756 4.6218 -1.8684
C -2.3598 4.6229 -1.0261
C -3.5349 4.9492 -1.9534
C -2.2809 5.7279 0.0364
C -2.4895 3.2605 -0.3564
C -1.5239 2.8360 0.5452
C -1.5548 1.5590 1.0597
Se -0.1537 1.0584 2.2962
C 1.2557 0.7121 1.0186
C 1.9454 1.7882 0.4996
C 2.9690 1.5989 -0.4097
C 3.3016 0.2781 -0.7140
C 2.6504 -0.8232 -0.1947
C 1.5412 -0.6235 0.6806
O 0.8438 -1.5952 1.1741
C 3.1331 -2.2412 -0.4754
C 4.3261 -2.3177 -1.4369
C 2.0018 -3.0794 -1.0783
C 3.5884 -2.8377 0.8612
C 3.7572 2.7497 -1.0225
C 3.2253 4.1133 -0.5727
C 3.6940 2.7005 -2.5566
C 5.2194 2.6430 -0.5675
C -2.5485 0.6065 0.7303
O -2.4583 -0.6123 1.1594
C -3.6152 1.0927 -0.0749
C -3.5239 2.3709 -0.6102
C -4.8869 0.3076 -0.4097
C -6.1115 1.1371 0.0218
C -4.9948 -1.0417 0.2971
C -4.9497 0.0576 -1.9250
H -0.9248 5.5866 -2.3531
H -1.1365 3.8531 -2.6360
H -0.2092 4.4055 -1.2502
H -3.3801 5.9257 -2.4137
H -4.4705 4.9804 -1.3990
H -3.6192 4.2122 -2.7484
H -2.2032 6.7074 -0.4364
H -1.4188 5.5921 0.6825
H -3.1744 5.7126 0.6570
H -0.7139 3.4854 0.8467
H 1.6476 2.7709 0.8276
H 4.1326 0.1105 -1.3824
H 4.0667 -1.9453 -2.4274
H 4.6145 -3.3636 -1.5365
H 5.1868 -1.7685 -1.0553
H 1.6551 -2.6354 -2.0124
H 1.1661 -3.1313 -0.3865
H 2.3449 -4.0946 -1.2699
H 4.4226 -2.2575 1.2629
H 3.9019 -3.8713 0.7293
H 2.7685 -2.8188 1.5708
H 2.1856 4.2370 -0.8636
H 3.8038 4.9137 -1.0340
H 3.3041 4.2173 0.5064
H 2.6649 2.7933 -2.8967
H 4.0931 1.7654 -2.9394
H 4.2733 3.5213 -2.9834
H 5.2711 2.7006 0.5172
H 5.8171 3.4515 -0.9884
H 5.6549 1.6967 -0.8736
H -4.3226 2.6885 -1.2622
H -6.0584 1.3462 1.0881
H -7.0258 0.5779 -0.1711
H -6.1778 2.0845 -0.5093
H -4.8990 -0.9268 1.3722
H -4.2185 -1.7237 -0.0358
H -5.9630 -1.4970 0.0919
H -4.9860 0.9896 -2.4865
H -5.8361 -0.5255 -2.1719
H -4.0714 -0.4986 -2.2438
C 3.7007 -5.4335 3.4531
S 3.4126 -6.4356 1.9585
C 1.7803 -7.0147 2.2259
C 0.6623 -6.2442 2.3397
S 0.6366 -4.5577 2.3898
S -0.8430 -7.1888 2.4975
C -0.1372 -8.7714 2.4314
S -1.0186 -10.1569 2.4956
S 1.5899 -8.7582 2.2880
H 4.6447 -4.9191 3.3106
H 3.7464 -6.0834 4.3228
H 2.8855 -4.7207 3.5313
S -3.0226 -4.3321 1.9756
C -4.6392 -4.0622 2.0766
N -5.7855 -3.9350 2.1617
*
```

Summary:
Kohn-Sham gap = 0.2307 hartree
energy relative to the best compared isomer or geometry (same formula, charge and spin) = 104.60 kJ/mol
M = 875.8 g mol⁻¹
DFT total energy = -176697.4089 eV
LUMO level = 3.750 eV
HOMO = -2.5 eV


DFT (ωB97M-V/def2-TZVPD) results for a cluster of 2 separate species, C3H5NS in total.

```
! wB97M-V def2-TZVPD RIJCOSX def2/J DEFGRID3
* xyz 0 1
C 0.0067 -0.0625 0.9689
C -2.4075 -0.2424 0.6419
C 1.6588 0.2803 -0.8324
N 0.4448 0.0659 -0.1558
S -2.5872 -0.4014 -0.9331
H 0.2352 -0.3021 1.9999
H -3.3006 -0.3689 1.2006
H 2.5016 -0.0032 -0.1906
H 1.7125 -0.2725 -1.7386
H 1.7356 1.3068 -0.9607
*
```

Summary:
Kohn-Sham gap (alpha / beta) = 0.2767 / 0.2767 hartree
energy relative to the best compared isomer or geometry (same formula, charge and spin) = 441.73 kJ/mol
M = 87.1 g mol⁻¹
DFT total energy = -15512.2942 eV
LUMO level (alpha / beta) = 0.388 / 0.388 eV
HOMO (alpha / beta) = -7.1 / -7.1 eV